ORCA calculation (ωB97M-V/def2-TZVPD) on 12 unconnected molecules or ions with the total composition C48H116N12O8 at a distorted geometry.

Computed properties:
Net charge   -1
Strongest force on any atom   5.9 eV/Å
Highest occupied orbital energy (alpha / beta)   0.005 / -0.237 Ha
2S+1   2
LUMO energy (alpha / beta)   1.83 / 1.82 eV

Each line ends with the Löwdin spin population.
Cartesian coordinates (Å):
C  2.08  0.91  1.68  0.0004
C  1.05  -0.23  1.76  0.0001
N  0.85  -0.87  0.47  0.0000
C  0.11  0.10  -0.46  0.0002
C  -0.25  -0.40  -1.93  0.0002
C  0.21  -2.17  0.53  0.0000
C  1.22  -3.27  1.03  0.0000
H  2.11  1.32  2.69  0.0002
H  1.94  1.74  0.99  0.0004
H  3.10  0.61  1.43  0.0002
H  1.34  -1.02  2.46  0.0000
H  0.09  0.09  2.17  0.0000
H  -0.86  0.35  -0.02  0.0000
H  0.66  1.01  -0.67  0.0004
H  0.54  -0.97  -2.42  0.0000
H  -1.03  -1.16  -1.89  0.0000
H  -0.58  0.42  -2.57  0.0004
H  -0.09  -2.47  -0.48  0.0000
H  -0.63  -2.29  1.21  0.0000
H  0.79  -4.26  0.92  0.0000
H  1.47  -3.20  2.09  0.0000
H  2.06  -3.38  0.34  0.0000
C  1.23  0.39  6.06  0.0002
C  0.28  -0.33  5.03  0.0000
N  -0.98  -0.73  5.75  0.0000
C  -1.59  -1.82  5.04  0.0000
C  -0.68  -3.03  4.99  0.0000
C  -1.92  0.36  6.08  0.0001
C  -2.86  0.72  4.89  0.0002
H  1.37  -0.29  6.91  0.0000
H  0.68  1.26  6.41  0.0001
H  2.16  0.63  5.56  0.0001
H  0.12  0.43  4.27  0.0000
H  0.93  -1.10  4.62  0.0000
H  -2.52  -2.05  5.56  0.0000
H  -1.97  -1.56  4.05  0.0000
H  -0.24  -3.11  5.99  0.0000
H  -1.36  -3.86  4.82  0.0000
H  0.06  -3.02  4.20  0.0000
H  -1.48  1.26  6.50  0.0000
H  -2.45  0.15  7.02  0.0000
H  -2.34  1.21  4.07  0.0000
H  -3.42  1.60  5.23  0.0001
H  -3.55  -0.08  4.62  0.0000
C  -0.95  7.20  1.25  0.0523
C  -1.79  6.86  2.51  0.0077
N  -1.36  5.53  3.02  0.0014
C  -1.91  5.22  4.33  0.0011
C  -3.39  4.96  4.35  0.0020
C  -1.52  4.36  2.11  0.0030
C  -0.46  3.29  2.20  0.0020
H  0.10  6.99  1.46  0.0045
H  -0.99  8.25  0.99  0.0231
H  -1.29  6.64  0.38  0.0235
H  -1.54  7.58  3.29  0.0015
H  -2.85  7.09  2.38  0.0036
H  -1.45  4.39  4.86  0.0001
H  -1.71  6.02  5.04  0.0003
H  -3.54  3.92  4.07  0.0002
H  -3.89  4.88  5.31  0.0003
H  -3.91  5.74  3.79  0.0009
H  -1.54  4.67  1.06  0.0029
H  -2.53  3.96  2.21  0.0004
H  -0.58  2.80  3.17  0.0001
H  0.56  3.68  2.18  0.0004
H  -0.58  2.64  1.34  0.0004
C  5.46  2.21  -2.80  0.0040
C  3.95  1.96  -2.65  0.0027
N  3.45  1.06  -3.72  0.0011
C  3.76  -0.32  -3.33  0.0002
C  3.08  -1.32  -4.31  0.0003
C  2.07  1.40  -3.95  0.0019
C  1.76  2.71  -4.70  0.0587
H  5.62  2.70  -3.76  0.0016
H  5.96  1.24  -2.87  0.0001
H  5.77  2.92  -2.04  0.0008
H  3.79  1.49  -1.68  0.0001
H  3.45  2.93  -2.67  0.0032
H  4.83  -0.46  -3.28  0.0000
H  3.26  -0.52  -2.38  0.0001
H  1.99  -1.41  -4.28  0.0000
H  3.28  -1.01  -5.34  0.0001
H  3.45  -2.34  -4.16  0.0000
H  1.51  1.43  -3.02  0.0012
H  1.71  0.61  -4.61  0.0003
H  2.42  3.53  -4.46  0.0178
H  0.75  2.95  -4.37  0.0222
H  1.89  2.57  -5.78  0.0050
C  3.45  -6.77  0.66  0.0000
C  1.94  -7.10  0.43  0.0000
O  1.40  -7.79  1.19  0.0000
N  1.21  -6.64  -0.61  0.0000
C  1.52  -5.69  -1.67  0.0000
H  3.52  -6.18  1.57  0.0000
H  4.01  -6.15  -0.04  0.0000
H  4.07  -7.62  0.96  0.0000
H  0.30  -7.08  -0.65  0.0000
H  2.60  -5.54  -1.74  0.0000
H  0.83  -4.84  -1.66  0.0000
H  1.46  -6.28  -2.58  0.0000
C  4.17  -1.58  3.24  0.0002
C  5.33  -2.54  3.30  0.0001
O  5.31  -3.32  4.26  0.0000
N  6.33  -2.43  2.44  0.0001
C  7.50  -3.22  2.38  0.0001
H  3.89  -0.96  4.09  0.0000
H  3.34  -2.22  2.94  0.0000
H  4.40  -0.93  2.39  0.0001
H  6.18  -1.72  1.74  0.0002
H  7.29  -4.27  2.19  0.0000
H  8.00  -3.32  3.34  0.0000
H  8.22  -2.93  1.62  0.0000
C  -1.71  -5.76  1.41  0.0000
C  -2.10  -4.75  0.25  0.0000
O  -1.62  -4.81  -0.88  0.0000
N  -2.95  -3.74  0.61  0.0000
C  -3.69  -3.75  1.81  0.0000
H  -2.45  -6.55  1.54  0.0000
H  -1.40  -5.29  2.34  0.0000
H  -0.84  -6.26  0.97  0.0000
H  -3.30  -3.08  -0.06  0.0000
H  -4.44  -4.54  1.79  0.0000
H  -4.35  -2.91  2.01  0.0000
H  -3.19  -3.97  2.75  0.0000
C  -4.42  5.55  -1.38  0.0760
C  -3.46  4.34  -1.23  0.0355
O  -3.90  3.36  -0.64  0.0054
N  -2.23  4.34  -1.76  0.0516
C  -1.37  3.15  -1.80  0.0417
H  -3.97  6.45  -1.80  0.0495
H  -4.99  5.66  -0.46  0.0038
H  -5.11  5.13  -2.11  0.0093
H  -1.86  5.18  -2.18  0.1401
H  -0.66  3.03  -0.99  0.0039
H  -0.78  3.05  -2.71  0.0183
H  -1.93  2.24  -1.58  0.0008
C  -1.14  0.62  -6.17  0.0119
C  -2.36  -0.24  -6.58  0.0024
O  -3.38  -0.26  -5.86  0.0060
N  -2.32  -0.79  -7.76  0.0006
C  -3.47  -1.58  -8.34  0.0007
H  -0.19  0.17  -6.44  0.0006
H  -1.15  0.87  -5.11  0.0018
H  -1.34  1.57  -6.66  0.0098
H  -1.49  -0.69  -8.32  0.0008
H  -4.22  -0.97  -8.84  0.0001
H  -3.87  -2.18  -7.52  0.0001
H  -3.03  -2.30  -9.03  0.0001
C  -3.96  0.20  -2.16  0.0018
C  -3.96  -0.27  -0.73  0.0004
O  -4.13  -1.43  -0.44  0.0003
N  -3.64  0.66  0.19  0.0001
C  -3.46  0.37  1.57  0.0005
H  -4.87  -0.18  -2.63  0.0003
H  -3.03  -0.06  -2.66  0.0001
H  -3.97  1.29  -2.24  0.0019
H  -3.55  1.62  -0.10  0.0001
H  -2.94  -0.58  1.67  0.0000
H  -4.40  0.52  2.11  0.0005
H  -2.72  1.04  2.01  0.0001
C  4.78  5.97  1.29  0.0107
C  3.56  5.33  0.61  0.0118
O  3.62  4.11  0.36  0.0034
N  2.64  6.13  0.20  0.0115
C  1.47  5.73  -0.66  0.0993
H  4.48  6.72  2.02  0.0030
H  5.54  6.38  0.62  0.0028
H  5.32  5.26  1.93  0.0003
H  2.94  7.10  0.20  0.0207
H  1.73  5.07  -1.49  0.0199
H  1.11  6.66  -1.08  0.0775
H  0.76  5.18  -0.04  0.0042
C  -2.66  -3.61  -4.04  0.0002
C  -2.58  -5.03  -4.46  0.0000
O  -2.89  -5.30  -5.62  0.0001
N  -2.05  -5.77  -3.53  0.0000
C  -1.67  -7.19  -3.80  0.0000
H  -3.13  -3.03  -4.84  0.0001
H  -1.63  -3.27  -3.93  0.0001
H  -3.29  -3.55  -3.15  0.0000
H  -1.96  -5.40  -2.60  0.0000
H  -2.29  -7.92  -3.28  0.0000
H  -0.59  -7.24  -3.69  0.0000
H  -1.89  -7.54  -4.81  0.0000